Molecular formula: C5H4N3O
Method: DFT, ωB97M-V/def2-TZVPD

As for the structure (SMILES): c1cnc2nco[n+]2c1. As for the net charge: +1. The value obtained for the gap between HOMO and LUMO is 10.466 eV. For the energy, the calculation gives -432.1218 a.u. The value obtained for the HOMO energy is -0.5735 Ha.

Element x y z (Å)
C: 1.5068 0.8188 -0.7293
C: 0.3779 1.2372 -1.4594
N: -0.8425 0.8316 -1.1873
C: -0.9997 0.0041 -0.1932
N: -2.1114 -0.5702 0.3079
C: -1.7172 -1.3000 1.2849
O: -0.3885 -1.2740 1.5029
N: 0.0805 -0.4398 0.5592
C: 1.3373 -0.0550 0.3198
H: 2.4930 1.1747 -0.9838
H: 0.4678 1.9236 -2.2915
H: -2.3341 -1.9100 1.9233
H: 2.1300 -0.4409 0.9464

Molecular formula: C5H4N4
Method: DFT, ωB97M-V/def2-TZVPD

As for the structure (SMILES): c1ncc2nc[nH]c2n1. As for the net charge: 0. The value obtained for the gap between HOMO and LUMO is 10.106 eV. For the energy, the calculation gives -411.9604 a.u. The value obtained for the HOMO energy is -0.3581 Ha.

Element x y z (Å)
C: -2.0661 -0.6231 -0.0110
N: -2.2013 0.7168 0.0652
C: -1.0090 1.3891 -0.0661
C: 0.2186 0.8028 -0.0567
N: 1.5553 1.1926 -0.0305
C: 2.2443 0.0640 0.0164
N: 1.4074 -0.9978 0.0199
C: 0.1284 -0.5789 -0.0746
N: -0.9809 -1.3704 -0.0351
H: -2.9973 -1.2073 0.0418
H: -1.2112 2.5048 0.0293
H: 3.2735 0.0389 0.1958
H: 1.6386 -1.9315 -0.0945

Molecular formula: C5H4N4O2
Method: DFT, ωB97M-V/def2-TZVPD

As for the structure (SMILES): O=c1[nH]c(O)nc2[nH]cnc12. As for the net charge: 0. The value obtained for the gap between HOMO and LUMO is 8.623 eV. For the energy, the calculation gives -562.4397 a.u. The value obtained for the HOMO energy is -0.3111 Ha.

Element x y z (Å)
O: -0.2293 2.7459 -0.0326
C: -0.2869 1.5733 -0.0576
N: -1.4551 0.8264 -0.0659
C: -1.7240 -0.4995 -0.1592
O: -3.0477 -0.8116 -0.0319
N: -0.8141 -1.4293 -0.1898
C: 0.4610 -0.8013 -0.1406
N: 1.6640 -1.4431 -0.0028
C: 2.6456 -0.3278 0.1070
N: 2.1213 0.8434 -0.2342
C: 0.7820 0.6311 -0.1821
H: -2.2451 1.5013 0.0909
H: -3.4148 -0.0784 0.5742
H: 1.8283 -2.3991 0.0025
H: 3.7147 -0.3312 0.3220

Molecular formula: C5H4NO
Method: DFT, ωB97M-V/def2-TZVPD

As for the net charge: +1. The value obtained for the gap between HOMO and LUMO is 9.206 eV. For the energy, the calculation gives -322.5519 a.u. The value obtained for the HOMO energy is -0.5366 Ha.

Element x y z (Å)
C: -0.5597 -0.1484 1.4461
C: 0.6749 -0.7279 1.0071
C: -1.1572 0.4755 0.4617
C: 0.9495 -0.3975 -0.2676
C: 0.0608 0.7162 -2.0814
N: -0.0689 0.4044 -0.8466
O: 0.1678 0.8498 -3.1996
H: -1.1129 -0.2139 2.3518
H: 1.1760 -1.2818 1.7557
H: -1.9562 1.0872 0.2997
H: 1.8260 -0.7635 -0.9269

Molecular formula: C5H4NO5
Method: DFT, ωB97M-V/def2-TZVPD

As for the structure (SMILES): N[C@H]1C(OC(=O)[O-])=C1C(=O)O. As for the net charge: -1. The value obtained for the gap between HOMO and LUMO is 8.711 eV. For the energy, the calculation gives -623.9306 a.u. The value obtained for the HOMO energy is -0.1834 Ha.

Element x y z (Å)
N: 2.4368 -0.1425 -0.1563
C: 1.3549 0.8304 -0.0483
C: 0.0087 0.5589 -0.5538
O: -0.7020 0.6162 -1.5981
C: -2.2837 -0.1855 -1.6167
O: -2.8340 0.0669 -2.6212
O: -2.3897 -0.7908 -0.5992
C: 0.2222 0.3803 0.7630
C: -0.1654 -0.1253 2.0172
O: 0.4242 0.0799 3.0487
O: -1.2299 -0.9578 1.8994
H: 2.0418 -1.0851 -0.0915
H: 2.7148 -0.0863 -1.1360
H: 1.7921 1.8279 -0.2466
H: -1.3908 -0.9873 0.9394

Molecular formula: C5H4NO5Os
Method: DFT, ωB97M-V/def2-TZVPD

The spin multiplicity is 5. As for the net charge: +3. The value obtained for the gap between HOMO and LUMO (spin up / spin down) is 5.072 / 5.757 eV. For the energy, the calculation gives -713.0002 a.u. The value obtained for the HOMO energy (spin up / spin down) is -0.7286 / -0.9126 Ha.

Element x y z (Å)
O: -0.8578 4.6030 -2.9510
C: -0.6999 3.6187 -2.3801
Os: -0.1869 -0.6743 0.1332
O: -0.4222 2.1688 1.3554
C: -0.3516 1.1215 0.8536
C: -0.6798 -2.5732 0.3062
O: -0.9857 -3.6916 0.3769
C: 1.5472 -0.7604 -0.6319
O: 2.6063 -0.8093 -1.1170
C: -1.0983 -0.4368 -1.5298
O: -1.6612 -0.3280 -2.5419
H: -0.4807 2.0941 -1.4766
N: 0.7034 -1.0307 2.1368
H: -0.0084 -1.0206 2.8757
H: 1.4111 -0.3376 2.4020
H: 1.1644 -1.9438 2.1886

Molecular formula: C5H4NO5Zn
Method: DFT, ωB97M-V/def2-TZVPD

As for the net charge: +1. The value obtained for the gap between HOMO and LUMO (spin up / spin down) is 7.587 / 6.358 eV. For the energy, the calculation gives -2402.7583 a.u. The value obtained for the HOMO energy (spin up / spin down) is -0.5066 / -0.4919 Ha.

Element x y z (Å)
O: -2.0420 -4.4206 -0.3577
C: -1.7214 -3.3265 -0.4377
Zn: -0.1102 1.4793 0.5243
O: 0.8801 -0.6138 0.5299
C: 0.5649 -0.1707 -0.5894
C: 1.9800 2.3568 0.1243
O: 2.9470 2.8634 -0.2155
C: 0.1209 -0.5292 -3.0674
O: -0.7925 -0.0017 -3.5886
C: 0.9478 -0.7813 -1.8753
O: 1.7291 -1.7340 -1.9036
H: -0.5483 2.8447 0.6604
N: -0.8690 0.6229 2.3123
H: -1.8866 0.7619 2.3358
H: -0.5202 1.0304 3.1916
H: -0.6796 -0.3815 2.3565

Molecular formula: C5H4O
Method: DFT, ωB97M-V/def2-TZVPD

As for the structure (SMILES): C=Cc1cc1=O. As for the net charge: 0. The value obtained for the gap between HOMO and LUMO is 8.796 eV. For the energy, the calculation gives -268.0214 a.u. The value obtained for the HOMO energy is -0.3275 Ha.

Element x y z (Å)
C: -1.5713 1.1310 -0.0319
C: -0.9988 -0.0761 0.0686
C: 0.3878 -0.3841 0.1509
C: 1.3818 -1.2910 -0.0582
C: 1.8043 0.0573 0.1582
O: 2.6009 0.9011 0.4003
H: -2.5694 1.1283 -0.2843
H: -1.1095 2.0036 0.0608
H: -1.5358 -1.1952 -0.1480
H: 1.6099 -2.2748 -0.3163

Molecular formula: C5H4O
Method: DFT, ωB97M-V/def2-TZVPD

As for the structure (SMILES): C=Cc1cc1=O. As for the net charge: 0. The value obtained for the gap between HOMO and LUMO is 9.750 eV. For the energy, the calculation gives -267.9915 a.u. The value obtained for the HOMO energy is -0.3377 Ha.

Element x y z (Å)
C: -1.6455 0.9786 -0.4561
C: -1.0836 0.0896 0.3142
C: 0.5948 -0.4381 0.3000
C: 1.5484 -1.3840 0.2188
C: 1.9121 0.0039 -0.0268
O: 2.7065 0.8383 -0.4069
H: -2.5842 1.3200 -0.1700
H: -1.2604 1.5349 -1.1746
H: -1.5871 -0.5474 1.0649
H: 1.3990 -2.3958 0.3365

Molecular formula: C5H4O
Method: DFT, ωB97M-V/def2-TZVPD

As for the structure (SMILES): C#CC(=C)C=O. As for the net charge: 0. The value obtained for the gap between HOMO and LUMO is 9.267 eV. For the energy, the calculation gives -268.0359 a.u. The value obtained for the HOMO energy is -0.3534 Ha.

Element x y z (Å)
C: 1.3227 -1.1795 1.6293
C: 0.6228 -0.5283 0.8651
C: -0.1537 0.1012 -0.1514
C: 0.2923 -0.0339 -1.4423
C: -1.3341 0.9893 0.1209
O: -1.5738 1.4139 1.2707
H: 1.8085 -1.9749 2.3040
H: -0.3238 0.3903 -2.2318
H: 1.3815 -0.3711 -1.5604
H: -2.0425 1.1929 -0.8041

Energy relative to the best compared isomer or geometry (same formula, charge and spin) (eV)
0.000; 0.488; 0.573; 0.220; 0.000; 0.072; 2.095; 2.474; 3.288; 2.081